# 1
Computed, not measured: a structure of composition C34H59N7O6S in a non-equilibrium geometry, with wB97M-V/def2-TZVPD.

The geometry in XYZ format:
```
107
Properties=species:S:1:pos:R:3:forces:R:3
C 1.951331 -0.870034 5.896569 0.1 1.0 -0.4
C 1.919867 -0.075039 4.547571 0.1 -0.4 0.8
C 1.166240 1.236028 4.628271 -0.5 -1.0 -1.0
C 0.028649 1.546555 3.771724 0.8 -1.5 -0.2
C -0.381249 0.516953 2.739079 -0.1 -0.2 -0.3
C -1.476651 -0.454849 3.158097 -0.4 0.5 0.0
C -1.175579 -1.742838 3.869406 -0.1 0.0 -0.3
N -2.690492 -0.222533 2.869905 0.0 0.0 0.0
C -0.608336 2.729565 3.847100 -0.4 0.5 0.1
O -1.667197 3.027748 3.037275 0.0 -0.1 0.5
C -2.812381 3.562387 3.723216 -0.7 0.3 -0.1
C -3.535192 2.579479 4.629311 -0.1 0.4 -0.2
N -4.752042 3.215439 5.126015 0.0 0.0 0.3
C -5.500605 2.326599 6.009338 -0.3 0.0 0.0
C -6.183112 1.149933 5.297049 -0.5 -0.4 0.6
C -7.700211 1.359689 5.109628 0.6 -0.1 -0.5
O -5.962703 -0.045706 6.064018 0.0 0.0 -0.3
C -0.097971 3.687032 4.771842 0.4 0.7 0.6
N -0.539899 4.921554 4.964815 -0.7 0.5 -0.4
S 0.338645 5.630223 6.088726 0.4 -0.6 0.0
N 1.361776 4.416334 6.408695 0.3 0.6 0.5
C 1.030549 3.416639 5.625464 -0.8 -0.7 -0.9
C 1.622810 2.131841 5.496629 1.0 1.1 1.4
O 2.757829 1.858569 6.261765 -0.1 0.1 -0.3
N 2.432889 1.988585 7.644898 0.0 0.0 0.3
O 3.380587 1.861707 8.299473 0.0 0.0 -0.1
H 2.975015 -0.938924 6.247873 0.1 -0.3 0.0
H 1.431471 -0.281762 6.644562 -0.3 -0.3 0.2
H 1.498301 -1.849107 5.798063 0.0 -0.1 0.1
H 1.526813 -0.751054 3.803705 0.1 0.2 -0.3
H 2.947605 0.174145 4.296439 0.1 -0.1 -0.3
H -0.737474 1.037299 1.854398 -0.1 0.1 0.0
H 0.464653 -0.069883 2.394456 0.3 0.1 0.0
H -1.952232 -1.923836 4.604960 0.1 0.0 0.2
H -0.178445 -1.796472 4.289335 0.0 0.0 0.2
H -1.280659 -2.537344 3.130058 0.1 -0.1 0.0
H -2.738939 0.654671 2.352461 -0.1 0.0 0.0
H -2.581871 4.466760 4.280579 0.3 0.0 -0.1
H -3.511986 3.856371 2.945415 0.1 -0.1 -0.2
H -3.864044 1.753977 4.019218 0.2 -0.6 0.0
H -2.895888 2.236232 5.452549 0.1 -0.2 -0.1
H -4.511193 4.027093 5.685011 0.1 0.1 -0.2
H -4.894059 1.914655 6.825126 0.3 -0.1 -0.1
H -6.280851 2.912717 6.498558 0.0 0.2 0.0
H -5.760070 0.937827 4.320236 0.4 0.1 0.0
H -7.946176 2.417030 5.154376 -0.2 0.0 0.0
H -7.985055 0.962604 4.138617 -0.2 0.1 -0.1
H -8.266446 0.782689 5.836604 -0.1 0.2 0.3
H -6.570545 -0.008530 6.808682 0.0 -0.1 0.1
C 3.992129 1.766777 -2.450279 0.0 0.2 0.0
C 2.786768 0.812506 -2.241062 1.7 0.4 -0.4
C 2.075464 0.555719 -3.572395 -0.6 0.0 -0.1
C 1.205024 1.713345 -4.054421 0.1 0.1 0.1
C 0.255468 2.174699 -2.951143 0.0 -0.4 -0.3
C 0.980667 2.510155 -1.648620 0.1 1.7 0.1
N 1.862454 1.385934 -1.215350 -1.6 -1.4 -0.9
O 1.135144 0.442292 -0.704644 0.4 0.2 0.6
C 1.789337 3.807819 -1.833619 0.3 0.0 -0.1
C -0.040465 2.834665 -0.561012 -0.2 -0.4 0.3
C 3.387218 -0.505085 -1.759248 -0.4 -0.3 0.4
H 4.148705 2.408404 -1.583207 0.0 0.0 0.0
H 4.915712 1.205675 -2.587980 -0.1 -0.1 0.0
H 3.881739 2.399450 -3.331242 -0.1 0.0 0.1
H 1.439367 -0.327700 -3.476877 0.0 0.0 0.1
H 2.817530 0.312459 -4.335549 0.1 0.0 0.1
H 1.827445 2.545814 -4.397229 0.0 0.0 0.0
H 0.627510 1.393538 -4.923919 0.0 0.0 0.0
H -0.306941 3.048335 -3.288103 0.0 0.1 0.1
H -0.481528 1.385966 -2.768220 0.1 0.0 0.1
H 2.373437 4.032044 -0.939622 0.0 0.0 0.0
H 1.110472 4.643789 -2.003215 -0.1 -0.1 0.1
H 2.464790 3.788566 -2.684949 0.0 -0.1 0.0
H -0.755026 2.026205 -0.410571 0.1 -0.1 0.0
H -0.612740 3.716870 -0.846124 0.1 0.1 -0.1
H 0.450687 3.041918 0.392023 0.0 0.0 0.0
H 3.883826 -0.385245 -0.794170 0.0 0.0 0.0
H 4.124478 -0.849740 -2.483403 0.0 0.1 -0.1
H 2.637205 -1.289485 -1.666872 -0.1 0.1 0.1
C 1.609399 -5.592028 -4.481868 0.1 -0.1 -0.2
C 0.773847 -4.304911 -4.707148 0.4 -1.5 0.9
C -0.480677 -4.624416 -5.525725 -0.2 0.3 -0.5
C -0.221450 -4.840337 -7.015760 0.1 0.0 0.1
C 0.591482 -3.685985 -7.597748 -0.5 -0.1 0.2
C 1.883862 -3.424243 -6.825549 1.3 -0.7 -0.9
N 1.618238 -3.262510 -5.366027 -2.0 0.9 -0.6
O 1.109309 -2.090767 -5.148414 0.6 0.1 0.3
C 2.874949 -4.574950 -7.083509 0.0 -0.2 0.2
C 2.571082 -2.180706 -7.381555 -0.2 0.5 0.2
C 0.337675 -3.847201 -3.317363 0.0 0.6 0.0
H 2.676810 -5.374362 -4.456724 0.0 0.0 0.0
H 1.366981 -6.052820 -3.525203 -0.1 0.1 0.0
H 1.430675 -6.351296 -5.243641 0.1 0.1 0.0
H -1.195814 -3.801962 -5.420774 0.1 0.1 0.1
H -0.965879 -5.506987 -5.103520 0.1 0.0 0.1
H 0.290864 -5.792324 -7.181569 0.0 0.0 0.0
H -1.174234 -4.917812 -7.542937 0.0 0.0 0.0
H 0.829597 -3.891512 -8.643446 0.1 0.0 0.0
H -0.027394 -2.782848 -7.594980 0.1 0.1 0.1
H 3.779969 -4.448426 -6.487477 0.0 0.0 0.0
H 3.168453 -4.579918 -8.133316 0.0 0.1 0.0
H 2.468363 -5.561808 -6.878213 0.0 0.0 0.1
H 1.923742 -1.305139 -7.359885 0.0 0.0 0.1
H 2.846934 -2.348912 -8.422172 0.0 -0.2 0.0
H 3.479083 -1.951033 -6.821336 0.0 0.0 0.0
H 1.197358 -3.576569 -2.701489 0.0 0.0 0.0
H -0.195570 -4.658067 -2.822501 0.1 -0.1 -0.1
H -0.339009 -2.994858 -3.356286 0.1 0.1 -0.1
```
Forces are in eV/Å.

Values from the calculation:
Multiplicity: 3
Net charge: 0
HOMO level (alpha / beta) (hartree): -0.308 / -0.313

=====

# 2
Computed, not measured: a cluster of 2 separate species, C34H60BrN4O3S2 in total, with wB97M-V/def2-TZVPD.

The geometry in XYZ format:
```
104
Properties=species:S:1:pos:R:3:forces:R:3
C -4.990672 -5.726787 -3.736388 0.1 0.1 0.1
C -4.155079 -4.699926 -4.497685 0.0 -0.1 -0.1
C -3.068913 -4.052693 -3.626951 -0.3 0.0 0.0
Br -1.356204 -4.139609 -4.572060 0.2 0.0 0.1
C -3.353495 -2.631955 -3.106248 0.4 0.0 0.5
C -4.829750 -2.437175 -2.667030 -0.2 -0.3 0.1
C -5.170346 -3.003649 -1.316328 0.0 0.0 0.1
N -5.867947 -2.329124 -0.506773 0.0 0.1 0.0
C -2.915376 -1.420464 -3.922609 -0.1 0.5 -0.1
C -2.491041 -0.342076 -2.858931 -0.1 -0.2 -0.2
C -1.003446 0.053324 -3.053963 0.0 -0.1 0.0
C -0.093879 -0.032834 -1.822217 0.3 0.4 0.0
C -0.448906 0.826476 -0.607124 -0.3 -0.3 0.1
C 0.383679 0.468287 0.618737 0.3 0.2 0.1
C 1.809971 1.024792 0.531127 -0.2 0.0 0.1
C 1.851600 2.550522 0.737424 0.2 0.0 0.1
C 2.742797 3.338115 -0.229599 -0.3 -0.1 0.0
C 2.407232 3.119293 -1.703477 0.1 0.3 -0.2
C 1.234329 3.978997 -2.138900 0.0 -0.2 -0.2
O 0.962239 3.711893 -3.501760 0.0 -0.3 0.0
C -0.292513 4.176161 -3.954088 0.1 0.2 0.0
C -3.428859 0.858587 -2.897997 0.0 0.2 -0.1
C -3.034309 2.080694 -2.071850 -0.4 -0.1 -0.1
C -3.769419 3.353222 -2.522133 0.2 0.1 -0.2
S -4.606985 4.263197 -1.189213 -0.1 -0.4 0.2
C -3.340665 4.127191 0.049510 0.0 0.2 -0.1
S -1.819052 4.629268 -0.220300 0.1 0.0 0.1
N -3.759265 3.571626 1.243797 0.0 0.3 0.0
C -4.968253 2.950432 1.546833 -0.4 0.0 -0.6
C -4.885445 2.593125 2.830723 -0.1 -0.2 0.7
N -3.668032 2.970619 3.375226 0.0 -0.2 0.4
C -3.028397 3.544053 2.423583 0.4 0.2 -0.3
O -2.598544 -1.039196 -1.579914 0.3 0.0 -0.2
C -2.541233 -2.369872 -1.831678 0.3 0.0 0.1
O -1.941825 -3.141942 -1.138289 -0.5 0.1 0.0
H -4.340366 -6.504104 -3.332772 0.0 0.0 0.0
H -5.710124 -6.208107 -4.396849 0.0 0.0 0.0
H -5.545179 -5.286707 -2.907230 0.0 0.0 0.0
H -4.802724 -3.942312 -4.939603 0.1 0.1 -0.1
H -3.683230 -5.216042 -5.330684 0.0 0.1 0.0
H -2.886395 -4.671273 -2.749391 0.0 0.0 0.0
H -5.497898 -2.904219 -3.391946 0.0 0.1 -0.1
H -5.078798 -1.381328 -2.629359 0.0 0.0 0.0
H -4.798986 -4.001456 -1.065245 0.1 -0.1 -0.1
H -6.029859 -2.848988 0.353717 0.0 0.0 0.0
H -2.045983 -1.606084 -4.540084 -0.1 -0.4 -0.1
H -3.705614 -1.068649 -4.587799 -0.1 0.1 0.1
H -0.566985 -0.617768 -3.795485 0.0 0.0 0.0
H -0.949909 1.048085 -3.503717 0.0 0.0 0.1
H 0.008822 -1.070669 -1.498235 -0.2 -0.1 0.0
H 0.896737 0.263267 -2.184061 0.0 -0.1 0.0
H -1.499135 0.680295 -0.360732 0.0 0.0 0.0
H -0.329820 1.889487 -0.828569 0.0 0.0 0.0
H 0.404808 -0.617033 0.749680 -0.1 0.0 -0.1
H -0.077075 0.884712 1.520047 -0.1 0.0 0.0
H 2.413968 0.555255 1.309278 0.1 -0.1 0.0
H 2.243724 0.724966 -0.424348 0.1 0.1 0.0
H 2.217018 2.729216 1.752902 -0.1 0.1 0.0
H 0.839853 2.964201 0.722888 0.0 -0.1 -0.1
H 3.791496 3.114226 -0.023410 0.0 -0.1 -0.1
H 2.599327 4.402312 -0.019728 0.2 0.0 0.1
H 3.261012 3.386158 -2.330323 0.0 0.0 0.0
H 2.163719 2.081840 -1.932549 0.1 -0.1 0.0
H 1.478289 5.039746 -2.003937 -0.1 0.1 0.1
H 0.342191 3.738877 -1.547367 0.1 0.1 0.1
H -0.944646 4.446669 -3.118775 0.0 -0.1 0.0
H -0.173555 5.058755 -4.587911 0.0 0.0 0.0
H -0.762635 3.390391 -4.547758 0.0 0.0 0.0
H -4.435721 0.552524 -2.607645 0.0 -0.1 -0.1
H -3.481405 1.155730 -3.950523 0.0 0.0 0.0
H -1.969254 2.256646 -2.165262 0.1 0.1 0.2
H -3.269847 1.881919 -1.028713 0.2 -0.1 0.1
H -3.092591 4.040185 -3.027373 0.0 0.0 0.0
H -4.567563 3.109893 -3.224727 -0.1 0.1 0.1
H -5.757615 2.804858 0.834573 0.1 0.1 -0.1
H -5.628547 2.086108 3.421171 0.0 0.0 0.0
H -2.043847 3.975380 2.465813 0.0 0.0 0.0
C 3.577357 -2.217515 2.277198 0.0 0.1 0.0
C 4.368922 -1.000479 2.765260 -0.2 -0.2 -0.1
C 5.698871 -1.247415 3.458323 0.0 0.2 -0.1
N 5.689101 -1.847980 4.849221 0.1 -0.1 0.1
C 5.127014 -3.231086 4.844302 0.0 0.1 0.0
C 7.123622 -1.877580 5.342452 0.1 0.1 0.0
C 7.348127 -0.527230 5.992026 -0.1 0.0 0.0
C 6.011109 -0.241182 6.685282 0.0 0.0 0.0
C 4.951033 -0.961164 5.839758 0.1 0.1 0.1
H 2.970999 -2.673644 3.057972 0.0 0.0 0.0
H 2.882873 -1.903822 1.499287 0.0 0.0 0.0
H 4.229286 -2.981261 1.849967 0.0 0.0 0.0
H 3.721968 -0.354594 3.361769 0.0 0.0 0.0
H 4.628332 -0.406725 1.885971 0.1 0.1 0.0
H 6.224582 -0.298905 3.567362 0.0 0.0 0.0
H 6.319631 -1.909738 2.854122 0.0 0.0 0.0
H 5.568615 -3.791813 4.024900 0.0 0.0 0.0
H 4.050088 -3.184782 4.735933 0.0 0.0 -0.1
H 5.366666 -3.702637 5.793516 0.0 0.0 0.0
H 7.199753 -2.680759 6.072204 0.0 0.0 0.0
H 7.776288 -2.093804 4.500429 0.0 -0.1 0.0
H 7.581754 0.233271 5.247155 0.0 0.0 0.0
H 8.178999 -0.560320 6.692386 0.0 0.0 0.0
H 5.809545 0.825013 6.751177 0.0 0.0 0.0
H 6.008568 -0.631873 7.701457 0.0 -0.1 0.0
H 4.328587 -0.270359 5.281827 0.0 -0.1 0.0
H 4.308653 -1.601153 6.437329 0.0 0.0 0.0
```
Forces are in eV/Å.

Values from the calculation:
Net charge: +1
HOMO level (hartree): -0.379

=====

| no. | total energy (Ha) |
| --- | --- |
| 1 | -2563.584002 |
| 2 | -5146.397472 |